(1)
15
Properties=species:S:1:pos:R:3:forces:R:3:nbo_charge:R:1 method="wB97M-V/def2-TZVPD" smiles="CC1=CC(C)=P#[PH]1" homo_ev=-8.07 mol_weight_g_mol=130.1 e_tot_ha=-877.947953 relative_energy_kj_mol=37.73 orbital_gap_ha=0.2957 charge=0
C -0.43807 -1.01483 -0.01775 -1.0 1.9 0.3 -0.266
H 2.07250 2.82418 -0.46487 1.5 0.5 -0.4 0.226
P 1.05956 -1.93197 -0.29831 0.3 0.5 0.9 0.296
H -2.65184 -1.20350 0.39169 2.1 -1.3 -0.8 0.221
C -1.71932 -1.80661 -0.03828 -2.0 2.0 -1.7 -0.646
H 0.98456 -2.49402 1.01480 0.3 -0.1 -0.3 0.014
H 0.41618 2.75566 -0.79586 -1.7 1.2 -1.2 0.218
H -1.91762 -1.97954 -1.16466 -0.1 0.1 1.7 0.227
H -1.29326 0.93850 -0.03571 0.1 0.3 0.3 0.212
P 2.34967 -0.20984 0.12587 -1.0 2.0 -0.6 0.258
H -1.63974 -2.77227 0.41508 0.0 -0.5 0.4 0.222
C 1.05198 1.00571 -0.02516 -1.3 -3.5 1.0 -0.284
H 0.95917 3.02498 0.95922 0.2 -1.2 -2.5 0.226
C -0.37817 0.36429 0.04318 2.7 -1.2 -0.9 -0.273
C 1.14440 2.49925 -0.10924 0.0 -0.5 3.8 -0.654

(2)
14
Properties=species:S:1:pos:R:3:forces:R:3:nbo_charge:R:1 method="wB97M-V/def2-TZVPD" homo_ev="-7.60 / -9.58" mol_weight_g_mol=186.1 e_tot_ha=-1603.813689 relative_energy_kj_mol=272.31 orbital_gap_ha="0.2102 / 0.3354" charge=0
C 0.17811 0.00791 -1.07355 -0.5 0.1 -1.2 -0.262
H 0.31949 0.90042 -1.72866 -0.6 -0.5 0.5 0.233
H -0.21233 1.81968 0.97040 -1.3 -1.3 -0.2 0.222
C -1.12378 1.12752 0.81253 -0.7 5.0 -0.8 -0.436
C 1.81895 -1.51148 -0.17550 1.6 -0.9 1.1 0.037
Cl 3.24735 -2.18013 0.43684 -0.7 0.0 -0.3 0.086
O -2.25597 -1.50108 1.31414 -1.2 -0.1 2.2 -0.877
H -0.12137 -0.88299 -1.74087 0.6 1.4 0.8 0.234
N -0.90094 0.12029 -0.11238 0.4 -2.8 -1.1 -0.621
H -1.58158 0.90504 1.75344 0.2 -1.0 0.6 0.244
Cl 2.68487 1.09294 -0.36752 -0.9 -1.1 0.1 -0.039
C 1.50720 -0.29427 -0.45019 0.4 1.4 -0.8 -0.183
S -1.60919 -1.40001 0.04177 1.3 0.3 -1.9 1.174
H -1.95081 1.79615 0.31955 1.4 -0.5 1.0 0.189

(3)
27
Properties=species:S:1:pos:R:3:forces:R:3:nbo_charge:R:1 method="wB97M-V/def2-TZVPD" homo_ev="-17.22 / -17.23" mol_weight_g_mol=247.1 e_tot_ha=-1155.352697 relative_energy_kj_mol=178.15 orbital_gap_ha="0.2287 / 0.2287" charge=+2
O 1.97033 1.71214 0.33185 -1.5 -0.4 0.9 -0.828
Be -1.58543 -0.91282 -0.01411 -0.1 0.3 0.4 1.416
O -3.08957 1.64999 0.07770 1.7 -4.1 -0.1 -0.264
C -2.59116 0.61660 0.03027 -2.7 5.6 -0.2 0.344
H -5.10464 -3.17442 -0.11790 0.0 0.1 0.0 -0.001
H 2.64300 -0.45814 2.36685 -0.7 -0.1 -0.5 0.247
O 0.91689 -0.47248 1.01409 -0.6 0.1 -0.4 -0.889
O -1.58696 -0.83304 2.88347 -0.7 -0.7 -5.3 -0.282
H 1.28964 2.63923 -2.20839 -0.2 -0.8 0.7 0.242
O -1.41460 -0.91876 -2.90246 -0.7 -0.3 5.5 -0.252
P 0.46799 1.15400 0.66065 3.1 1.6 -2.5 1.670
C 0.41273 1.96223 -2.21465 0.0 0.1 -0.6 -0.277
H 3.73056 1.79923 -0.66942 -0.4 -0.6 0.0 0.240
C -0.84304 -2.57703 -0.00290 5.2 -5.8 0.3 0.368
H 1.15396 -1.28790 3.00073 0.1 0.2 -0.6 0.223
C -1.68666 -0.95060 1.73486 0.8 0.8 7.8 0.332
C 1.53579 -0.45913 2.38390 -0.4 0.5 0.2 -0.285
O -0.14123 1.56545 -0.90641 -0.4 -1.4 1.0 -0.855
O -0.04144 -3.41469 0.01888 -4.1 3.9 -0.1 -0.255
H -5.46080 -2.51839 -0.12894 0.1 -0.1 0.0 0.003
H -0.32619 2.53700 -2.79218 -0.3 -0.2 0.8 0.229
H 3.66313 0.46844 0.50866 -0.4 0.2 -0.5 0.204
H 2.75343 0.28709 -1.06309 0.1 0.4 0.3 0.187
H 1.21091 0.48604 2.85505 0.2 -0.3 0.1 0.202
C -1.53511 -0.95195 -1.75131 0.9 0.8 -7.9 0.349
C 3.08414 0.98915 -0.27966 0.5 0.3 0.5 -0.258
H 0.57431 1.06276 -2.81554 0.5 0.1 0.3 0.188

(4)
71
Properties=species:S:1:pos:R:3:forces:R:3:lowdin_spin:R:1 method="wB97M-V/def2-TZVPD" homo_ev="-17.74 / -18.40" mol_weight_g_mol=743.3 e_tot_ha=-2465.902281 multiplicity=2 relative_energy_kj_mol=0.00 orbital_gap_ha="0.2047 / 0.2288" charge=+4
C -0.94061 -1.17473 4.00102 0.0 -0.1 0.1 0.000
H 2.15846 -0.29809 -5.73987 0.0 0.0 0.0 0.001
C -2.76420 -0.58087 2.43844 0.0 -0.1 0.0 0.000
H 0.21792 -1.98275 5.48146 0.0 0.0 0.0 0.000
O -0.80533 2.05629 3.42433 0.0 0.0 0.0 0.000
H -5.17014 -0.97039 4.04959 0.0 0.0 0.0 0.000
C 0.00523 -1.56106 -0.78453 0.1 0.0 -0.1 0.017
H -5.77007 -0.12484 1.24741 0.0 0.0 0.0 0.000
C -0.69657 -2.41641 -2.88625 0.0 0.0 0.0 0.025
C 5.38399 -1.07453 -3.16026 0.0 0.0 0.0 0.047
N -0.70601 -1.90893 5.08190 0.0 0.0 0.0 0.000
H -0.22615 5.04688 5.78925 0.0 0.0 0.0 0.000
C -0.78796 0.45460 -7.22310 0.0 0.0 0.0 0.081
H 4.90227 -2.97174 -2.27575 0.0 0.0 0.0 0.000
H 0.97555 -0.93469 3.55220 0.0 0.0 0.0 0.000
C 4.90212 0.14256 -3.63257 0.0 0.0 0.0 -0.003
P 0.94102 -0.19188 -3.09806 0.0 -0.1 0.0 0.412
C 3.16044 -1.76394 -2.55810 0.0 0.0 0.0 0.032
C 3.54856 0.41735 -3.57414 0.0 0.0 0.0 0.035
H -1.20530 0.61836 -8.20809 0.0 0.0 0.0 0.004
H -2.66146 0.78795 -6.22141 0.0 0.0 0.0 -0.001
N 0.03743 -0.67352 3.27720 0.1 0.1 0.1 0.000
H 4.40252 2.55130 2.00794 0.0 0.0 0.0 0.000
H -2.34974 0.08711 0.63340 0.0 -0.1 0.0 0.000
H -5.80393 -1.83061 2.65082 0.0 0.0 0.0 0.000
C -0.60264 -2.59591 -0.11000 0.0 0.0 0.0 0.001
H -4.33333 0.80292 0.85923 0.0 0.0 0.0 0.000
C -4.70482 -0.20308 1.05357 0.0 0.0 0.0 0.000
H 5.58305 0.86996 -4.05321 0.0 0.0 0.0 -0.001
N 3.47072 2.16135 2.00538 0.0 0.0 0.0 0.000
H -0.51864 -2.67729 0.96438 0.0 0.0 0.0 0.000
C 0.31289 2.68926 3.53358 0.1 0.0 0.0 0.000
H -1.72210 0.43736 -3.97141 0.0 0.0 0.0 0.001
H -1.36879 4.72529 4.46410 0.0 0.0 0.0 0.000
H -4.55306 -0.84396 0.18333 0.0 0.0 0.0 0.000
C -4.89199 -1.55525 3.17075 0.0 0.0 0.0 0.000
H -2.92979 -1.16566 4.39763 0.0 0.0 0.0 0.000
H 1.19069 0.07383 -7.97037 0.0 0.0 0.0 0.000
N 1.27678 2.15934 2.74315 -0.1 0.0 0.2 0.000
Ir -0.16445 0.78461 1.98273 -0.1 0.0 -0.3 0.001
C 0.56592 0.15456 -7.09138 0.0 0.0 0.0 0.004
N -2.25263 -0.96613 3.67497 0.0 0.0 0.0 0.000
H -1.42390 -2.47422 5.51134 0.0 0.0 0.0 0.000
H 3.30965 1.35014 1.43110 0.0 0.0 0.0 0.000
C 2.66885 -0.54573 -3.05138 0.1 0.0 0.0 0.061
H 3.17122 1.36256 -3.94697 0.0 0.0 0.0 0.001
H 6.44268 -1.29052 -3.21937 0.0 0.0 0.0 0.002
C 4.51703 -2.02214 -2.62181 0.0 0.0 0.0 0.004
C 0.01278 -1.44012 -2.17684 -0.1 0.0 0.0 0.057
H -1.76600 -4.38139 -0.34486 0.0 0.0 0.0 0.001
N 0.49632 3.74583 4.31957 0.0 0.0 0.0 0.000
C 0.27891 0.02672 -4.70573 0.0 0.0 -0.1 0.086
C 2.52112 2.69226 2.75032 0.0 0.0 0.0 0.000
C 2.75977 3.82724 3.57914 0.0 0.0 0.0 0.000
N -1.94010 -0.06827 1.54456 0.0 0.1 0.0 0.000
C -1.29228 -3.55060 -0.85078 0.0 0.0 0.0 0.018
Cl 0.96166 -0.39129 0.19015 0.0 0.0 0.0 0.015
H 1.86921 5.17425 4.97491 0.0 0.0 0.0 0.000
H 3.73501 4.29112 3.61134 0.0 0.0 0.0 0.000
H -1.87186 -4.20266 -2.80954 0.0 0.0 0.0 0.000
C -1.61402 0.54826 -6.10132 0.0 0.0 0.0 0.002
C 1.11083 -0.04917 -5.84025 0.0 0.0 0.0 0.047
C 1.74938 4.31510 4.32830 0.0 0.0 0.0 0.000
H -1.06574 3.48437 5.71101 0.0 0.0 0.0 0.000
C -0.62575 4.28666 5.12557 0.0 0.0 0.0 0.000
C -1.34621 -3.45389 -2.23219 0.0 0.0 0.0 0.000
N -4.05603 -0.76673 2.24536 0.0 0.0 0.0 0.000
H -0.71481 -2.36991 -3.96739 0.0 0.0 0.0 0.001
H -4.39214 -2.48008 3.45632 0.0 0.0 0.0 0.000
C -1.08782 0.34753 -4.84540 0.0 0.0 0.0 0.048
H 2.48634 -2.51998 -2.17442 0.0 0.0 0.0 0.001